The following is a quantum chemistry calculation of a 2-piece molecular cluster, CH3IO2 overall at a distorted geometry, from the OMol25 dataset.

Computed properties:
* highest occupied orbital energy (spin up / spin down): -8.687 / -8.690 eV

```
! RIJCOSX wB97M-V def2-TZVPD def2/J DEFGRID3
* xyz 0 1
C -0.384 0.053 -0.608
O 0.196 1.214 -0.536
O 0.190 -0.812 1.608
I 0.413 -1.536 -1.651
H -1.446 0.043 -0.419
H 1.165 1.171 -0.591
H -0.135 -0.133 2.196
*
```

Atom charges from the Mulliken analysis, given in e for atoms 1 to 4:
1 C -0.142
2 O -0.321
3 O -0.743
4 I 0.206